A 11-piece molecular cluster, C24H70O14 overall at a distorted geometry, computed with ωB97M-V/def2-TZVPD.

Each line ends with the Mulliken charge.
Element x y z (Å)
1 O -11.586 19.761 -6.880  -0.63
2 H -11.335 20.644 -6.609  0.32
3 H -11.486 19.231 -6.089  0.31
4 O -6.667 17.373 -9.777  -0.64
5 H -6.556 17.783 -10.635  0.32
6 H -5.787 17.364 -9.400  0.32
7 C -5.908 11.538 -7.356  -0.42
8 C -5.530 10.949 -6.022  -0.31
9 O -4.894 11.903 -5.285  -0.50
10 O -7.206 12.084 -7.288  -0.54
11 H -6.127 10.762 -8.089  0.24
12 H -5.245 12.309 -7.749  0.34
13 H -4.856 10.095 -6.077  0.30
14 H -6.431 10.552 -5.554  0.25
15 H -5.521 12.628 -5.341  0.31
16 H -7.272 12.997 -7.577  0.31
17 C -2.561 11.797 5.053  -0.39
18 C -2.483 10.382 5.709  -0.40
19 O -3.689 9.687 5.548  -0.54
20 O -2.786 12.834 5.966  -0.52
21 H -3.175 11.844 4.154  0.34
22 H -1.586 12.032 4.626  0.31
23 H -2.364 10.474 6.789  0.26
24 H -1.571 9.874 5.397  0.32
25 H -4.361 10.116 6.083  0.32
26 H -2.483 13.632 5.526  0.30
27 C -13.444 15.140 -2.791  -0.40
28 C -13.533 14.555 -1.360  -0.40
29 O -13.286 13.155 -1.238  -0.54
30 O -12.133 15.027 -3.319  -0.51
31 H -13.749 16.186 -2.829  0.29
32 H -13.947 14.541 -3.550  0.27
33 H -14.462 14.839 -0.866  0.37
34 H -12.837 14.966 -0.629  0.31
35 H -13.765 12.778 -0.496  0.30
36 H -11.986 14.115 -3.058  0.32
37 C -4.663 26.283 -7.205  -1.16
38 C -5.787 25.496 -7.932  0.60
39 C -5.708 23.987 -7.878  -1.34
40 O -7.091 25.854 -7.602  -0.54
41 H -3.715 25.746 -7.208  0.32
42 H -4.979 26.265 -6.161  0.30
43 H -4.684 27.259 -7.689  0.33
44 H -5.591 25.687 -8.987  0.17
45 H -5.671 23.622 -6.852  0.31
46 H -4.806 23.609 -8.360  0.35
47 H -6.583 23.472 -8.276  0.35
48 H -7.308 26.730 -7.932  0.31
49 C -9.031 14.435 7.858  -1.21
50 C -8.661 13.074 7.191  0.29
51 C -8.475 13.294 5.667  -1.22
52 O -7.537 12.546 7.743  -0.52
53 H -9.297 14.081 8.854  0.33
54 H -9.978 14.873 7.543  0.37
55 H -8.295 15.239 7.900  0.35
56 H -9.476 12.355 7.277  0.29
57 H -9.334 13.749 5.173  0.36
58 H -8.257 12.373 5.128  0.31
59 H -7.700 14.053 5.554  0.31
60 H -6.816 13.177 7.697  0.35
61 C 0.827 18.045 -7.817  -1.23
62 C -0.012 17.680 -6.571  0.52
63 C 0.001 18.823 -5.616  -1.34
64 O -1.323 17.434 -6.857  -0.54
65 H 1.784 18.323 -7.376  0.34
66 H 0.308 18.815 -8.387  0.32
67 H 0.927 17.263 -8.570  0.32
68 H 0.388 16.763 -6.138  0.21
69 H -0.462 18.576 -4.661  0.39
70 H -0.525 19.646 -6.100  0.33
71 H 1.018 19.051 -5.298  0.37
72 H -1.873 17.412 -6.070  0.30
73 C -14.083 23.517 -1.563  -1.17
74 C -13.211 24.486 -2.285  0.57
75 C -12.068 25.162 -1.458  -1.31
76 O -12.515 23.955 -3.383  -0.53
77 H -13.512 22.616 -1.335  0.32
78 H -14.847 23.235 -2.288  0.30
79 H -14.528 23.975 -0.680  0.33
80 H -13.782 25.237 -2.831  0.20
81 H -12.361 25.880 -0.692  0.32
82 H -11.286 25.593 -2.082  0.37
83 H -11.514 24.524 -0.770  0.32
84 H -11.948 24.670 -3.684  0.27
85 C -4.193 25.500 0.861  -1.37
86 C -3.679 26.600 1.799  0.57
87 C -4.692 26.978 2.828  -1.22
88 O -2.574 26.136 2.553  -0.53
89 H -5.169 25.867 0.544  0.34
90 H -4.195 24.518 1.334  0.37
91 H -3.510 25.349 0.025  0.39
92 H -3.288 27.438 1.223  0.19
93 H -4.314 27.945 3.161  0.31
94 H -4.703 26.275 3.661  0.30
95 H -5.708 27.176 2.484  0.35
96 H -2.263 25.381 2.048  0.30
97 C -7.446 18.882 -1.638  -1.28
98 C -6.365 17.889 -1.758  0.34
99 C -6.406 16.719 -0.708  -1.11
100 O -6.546 17.224 -2.993  -0.55
101 H -7.678 19.117 -2.677  0.36
102 H -7.145 19.700 -0.983  0.37
103 H -8.381 18.393 -1.367  0.28
104 H -5.501 18.513 -1.527  0.31
105 H -7.339 16.182 -0.535  0.29
106 H -6.034 17.164 0.215  0.36
107 H -5.712 15.943 -1.032  0.31
108 H -7.459 16.940 -3.084  0.31

Summary:
E: -54681.2180 eV
Charge: 0
SMILES string: CC(C)O.CC(C)O.CC(C)O.CC(C)O.CC(C)O.CC(C)O.OCCO.OCCO.OCCO.O.O
Frontier orbital gap: 10.0 eV



A 9-piece molecular cluster, C24H71N5O9 overall at a distorted geometry, computed with ωB97M-V/def2-TZVPD.

Each line ends with the Mulliken charge.
Element x y z (Å)
1 C 2.162 2.960 -0.987  -1.84
2 C 3.600 2.454 -1.094  1.38
3 C 4.155 2.064 -2.470  -0.63
4 O 4.176 3.183 -3.400  -0.36
5 C 4.870 2.867 -4.672  -0.52
6 N 4.396 3.429 -0.356  -0.60
7 H 1.445 2.322 -1.503  0.19
8 H 1.932 3.908 -1.471  0.41
9 H 1.776 3.145 0.016  0.61
10 H 3.661 1.551 -0.487  -0.60
11 H 3.462 1.316 -2.855  0.19
12 H 5.150 1.640 -2.334  0.48
13 H 5.021 3.779 -5.250  0.26
14 H 4.345 2.070 -5.200  0.04
15 H 5.857 2.494 -4.400  0.35
16 H 3.709 3.919 0.200  0.30
17 H 4.935 3.948 -1.034  0.30
18 C 3.614 -1.360 1.383  -1.68
19 C 4.708 -0.366 1.315  1.01
20 C 5.582 -0.305 2.603  -0.97
21 O 4.772 0.175 3.751  -0.30
22 C 5.633 0.563 4.886  -0.78
23 N 5.490 -0.545 0.075  -0.59
24 H 3.143 -1.524 0.414  0.47
25 H 2.842 -1.154 2.125  0.29
26 H 4.037 -2.298 1.741  0.36
27 H 4.280 0.635 1.271  0.03
28 H 6.484 0.291 2.470  0.42
29 H 5.990 -1.277 2.878  0.36
30 H 6.386 -0.165 5.189  0.30
31 H 5.100 0.646 5.832  0.26
32 H 6.074 1.517 4.593  0.31
33 H 5.957 -1.432 0.194  0.23
34 H 6.175 0.151 -0.181  0.26
35 C -4.389 -3.064 3.615  -1.43
36 C -5.075 -1.733 3.345  0.53
37 C -6.234 -1.339 4.239  -0.63
38 O -7.260 -2.363 4.343  -0.32
39 C -8.301 -1.989 5.173  -0.78
40 N -4.039 -0.706 3.298  -0.40
41 H -4.041 -3.141 4.645  0.31
42 H -3.524 -3.102 2.953  0.35
43 H -5.059 -3.893 3.391  0.36
44 H -5.409 -1.771 2.308  0.15
45 H -6.570 -0.397 3.806  0.35
46 H -5.803 -1.112 5.214  0.38
47 H -9.028 -2.785 5.337  0.27
48 H -8.828 -1.169 4.687  0.31
49 H -8.073 -1.632 6.178  0.31
50 H -4.445 0.219 3.287  0.40
51 H -3.459 -0.646 4.122  -0.05
52 C 1.797 0.666 -7.096  -0.98
53 C 1.079 -0.657 -6.648  0.26
54 C 1.779 -1.931 -7.047  -0.68
55 O 1.175 -3.163 -6.666  -0.31
56 C 2.019 -4.294 -7.095  -0.74
57 N 0.924 -0.475 -5.163  -0.45
58 H 2.211 0.653 -8.104  0.40
59 H 2.654 0.827 -6.442  -0.07
60 H 1.115 1.515 -7.056  0.33
61 H 0.069 -0.670 -7.057  0.39
62 H 2.743 -1.923 -6.540  0.31
63 H 1.873 -1.832 -8.129  0.33
64 H 2.806 -4.516 -6.374  0.30
65 H 2.547 -4.137 -8.036  0.31
66 H 1.368 -5.169 -7.095  0.25
67 H 0.296 -1.214 -4.884  0.18
68 H 1.800 -0.634 -4.685  0.18
69 C -0.833 -1.425 1.619  -1.16
70 C -1.588 -0.398 0.661  1.43
71 C -1.014 -0.161 -0.665  -0.97
72 O -1.858 0.682 -1.470  -0.36
73 C -1.457 0.840 -2.844  -0.56
74 N -2.998 -0.914 0.584  -0.44
75 H -1.134 -1.379 2.666  0.22
76 H 0.236 -1.271 1.761  0.09
77 H -0.970 -2.464 1.319  0.40
78 H -1.610 0.601 1.095  -0.28
79 H -0.754 -1.039 -1.256  0.65
80 H -0.009 0.233 -0.515  0.13
81 H -0.746 1.665 -2.884  0.25
82 H -2.205 1.436 -3.367  0.41
83 H -1.306 -0.081 -3.407  0.01
84 H -3.525 -0.257 0.027  0.31
85 H -3.399 -0.837 1.508  -0.07
86 C -0.606 -0.206 6.168  -0.64
87 O -1.965 -0.513 6.257  -0.46
88 H -0.235 -0.083 5.151  0.18
89 H -0.302 0.694 6.702  0.30
90 H 0.013 -0.999 6.588  0.37
91 H -2.226 -0.899 7.096  0.27
92 C -3.366 2.572 3.634  -0.35
93 O -4.654 1.905 3.623  -0.62
94 H -2.785 2.312 4.519  0.25
95 H -2.900 2.217 2.715  -0.12
96 H -3.532 3.649 3.608  0.37
97 H -5.351 2.423 4.034  0.29
98 C -2.938 -2.372 -2.872  -0.44
99 O -3.011 -2.849 -1.548  -0.63
100 H -1.884 -2.163 -3.051  0.05
101 H -3.227 -3.257 -3.440  0.31
102 H -3.673 -1.572 -2.958  0.21
103 H -2.756 -2.104 -0.997  0.48
104 C -1.414 4.030 0.407  -0.24
105 O -2.233 3.560 -0.675  -0.54
106 H -1.673 5.081 0.531  0.33
107 H -1.459 3.646 1.426  0.13
108 H -0.417 3.995 -0.034  -0.02
109 H -1.872 2.677 -0.784  0.37

Summary:
E: -51910.3777 eV
Charge: 0
SMILES string: COC[C@H](C)N.COC[C@H](C)N.COC[C@H](C)N.COC[C@H](C)N.COC[C@H](C)N.CO.CO.CO.CO
Frontier orbital gap: 9.1 eV